C24H28As2ClInNO12 | ωB97M-V/def2-TZVPD

Each line ends with the Löwdin charge.
Element x y z (Å)
In: 2.33555 0.50352 -0.03062  1.105
N: 4.63005 1.69642 -0.71942  0.016
C: 5.43465 1.96272 0.46788  -0.213
C: 5.73965 0.68652 1.27388  -0.049
C: 4.37665 0.03342 1.23098  -0.716
O: 3.45535 0.53382 1.89918  0.036
O: 4.18225 -0.76508 0.29408  -0.007
H: 5.13515 1.09682 -1.36942  0.114
H: 4.38415 2.56932 -1.17832  0.107
H: 4.86675 2.64892 1.10418  0.130
H: 6.39445 2.42122 0.19948  0.134
H: 6.06335 0.94412 2.27918  0.135
H: 6.46165 0.04052 0.77698  0.129
C: 2.26865 -2.73378 1.69868  -0.010
O: 1.39315 -2.07718 0.78208  -0.110
C: 0.49115 -1.26448 1.35688  -0.627
O: 0.53555 -0.89978 2.49958  0.155
C: -0.60525 -0.98968 0.39438  -0.315
C: -1.80485 -1.43298 0.76488  -0.315
As: -3.39325 -1.65318 -0.33862  1.383
C: -3.72795 0.29282 -0.60052  -0.268
C: -2.43965 -1.97028 -2.03392  -0.251
C: -1.17405 -1.77128 -2.37502  -0.228
As: 0.06345 -0.59178 -1.38732  1.370
C: -0.61155 1.11452 -2.13122  -0.227
C: -0.54025 -2.14998 -3.66332  -0.537
O: 0.44455 -1.54288 -4.03112  0.077
O: -1.13715 -3.14278 -4.26942  -0.021
C: -0.67985 -3.59738 -5.54212  0.007
C: -3.39175 -2.66998 -2.95422  -0.577
O: -3.68405 -2.30318 -4.05712  0.146
O: -3.91035 -3.69468 -2.29142  -0.086
C: -4.81325 -4.54618 -2.99312  -0.012
C: -1.92535 -2.26228 2.01508  -0.583
O: -1.74865 -3.44678 1.89438  0.145
O: -2.26935 -1.70398 3.15448  0.019
C: -2.49425 -0.30388 3.19588  -0.027
H: 3.09185 -3.14138 1.11668  0.104
H: 1.70815 -3.52458 2.20468  0.119
H: 2.63435 -2.01408 2.43638  0.098
H: -4.44955 0.62682 0.14698  0.024
H: -4.16575 0.44812 -1.58552  0.033
H: -2.80495 0.86182 -0.49042  0.009
H: -1.64455 1.03012 -2.47282  0.035
H: 0.01595 1.32912 -3.00382  0.044
H: -0.49935 1.91712 -1.40122  0.027
H: -1.55285 -4.03658 -6.02062  0.104
H: 0.09835 -4.34688 -5.39332  0.107
H: -0.29505 -2.77298 -6.13922  0.101
H: -4.25305 -5.22368 -3.63922  0.104
H: -5.49115 -3.94928 -3.60532  0.101
H: -5.34845 -5.10848 -2.23162  0.102
H: -2.60945 -0.05318 4.24818  0.109
H: -3.41175 -0.04918 2.65408  0.097
H: -1.64765 0.24142 2.77098  0.076
Cl: -1.31025 6.61932 4.68778  0.714
C: -0.57325 5.46132 3.65268  -0.661
C: -0.65365 4.10742 3.96388  -0.081
C: -0.11065 3.17212 3.10748  0.001
C: 0.53085 3.59222 1.94398  -0.127
C: 0.65295 4.94912 1.66148  -0.003
C: 0.09195 5.88502 2.50708  -0.083
C: 1.08105 2.56572 1.02138  -0.607
O: 2.06865 2.81422 0.30218  0.006
O: 0.49745 1.45712 0.98518  -0.040
H: -1.15355 3.79572 4.86608  0.110
H: -0.15235 2.11952 3.34238  0.116
H: 1.17915 5.26092 0.77318  0.123
H: 0.17145 6.93472 2.27448  0.111

Summary:
Charge ... +1
Gap between HOMO and LUMO ... 6.639 eV
Strongest force on any atom ... 2.6 eV Å⁻¹
Relative energy (zero: lowest compared OMol25 entry of this formula, charge and spin) ... 0.00 kJ/mol
LUMO energy ... -0.180 Eh